DFT (wB97M-V/def2-TZVPD) results for one molecule with the formula C6H6Cl2Si.

Results
Energy: -1442.1173 hartree
LUMO: 0.75 eV
SMILES: CC#C[Si](Cl)(Cl)C#CC
ΔE to the lowest compared entry with this formula, charge and spin: 0.0 kcal/mol
HOMO energy: -9.866 eV
Frontier orbital gap: 10.61 eV

Element x y z (Å)
C 0.30828 -2.59644 -0.34428
C -0.11653 2.56730 0.31752
C -0.42484 -1.64338 -0.31821
C -0.64892 1.49054 0.21558
C 1.18244 -3.74575 -0.40207
C 0.54150 3.84571 0.41944
Si -1.63040 -0.04741 0.00837
Cl -2.80280 0.12607 -1.63633
Cl -2.75016 -0.40375 1.65234
H 2.10208 -3.49220 -0.92690
H 1.42752 -4.06179 0.61239
H 0.68992 -4.56907 -0.91921
H 0.83033 4.04543 1.44960
H 1.43046 3.85645 -0.21157
H -0.13889 4.62831 0.08334

Here are the natural (NBO) charges for atoms 1 to 2, given in e:
1. C 0.0388
2. C 0.1320